# 1
{
  "formula": "C13H14N2Pd",
  "method": "the ωB97M-V functional and the def2-TZVPD basis",
  "total_energy_ha": -740.22624,
  "homo_ev": [-15.280, -17.302],
  "spin_multiplicity": 5,
  "molar_mass_da": 304.69,
  "total_charge": 2,
  "s2": 6.0663,
  "homo_lumo_gap_ev": [6.0, 5.7],
  "species": ["Pd", "C", "H", "H", "H", "H", "H", "C", "C", "C", "C", "C", "C", "N", "N", "C", "C", "C", "C", "C", "C", "H", "H", "H", "H", "H", "H", "H", "H", "H"],
  "positions_angstrom": [[0.301893, -0.896882, 0.222491], [1.341836, -5.319396, -1.782686], [0.787528, -4.359403, -1.694322], [1.084438, -5.880574, -2.691665], [1.030316, -5.907116, -0.902566], [2.396464, -5.013755, -1.758648], [1.864758, -0.472510, 0.376423], [0.220148, 2.175508, 4.607647], [0.403608, 0.824019, 4.282361], [0.122259, 0.403478, 2.978001], [-0.250603, 1.353566, 2.033095], [-0.429710, 2.711526, 2.328063], [-0.178319, 3.116792, 3.639715], [-0.179284, 0.993582, 0.655187], [-0.620786, 1.818734, -0.234000], [-0.774002, 1.158355, -1.431692], [-1.065383, 1.862324, -2.622733], [-1.106475, 1.189358, -3.835656], [-0.887641, -0.192910, -3.852626], [-0.587365, -0.919698, -2.671119], [-0.491925, -0.215857, -1.469506], [0.471846, 2.523608, 5.613816], [0.815590, 0.124436, 5.002156], [0.333579, -0.608565, 2.593851], [-0.615818, 3.379232, 1.483409], [-0.208161, 4.183027, 3.889125], [-1.177832, 2.939538, -2.521818], [-1.302650, 1.738833, -4.756263], [-0.911068, -0.716710, -4.801460], [-0.387238, -1.992542, -2.678580]],
  "atomic_forces_ev_per_a": [[0.831, -1.570, -0.481], [-0.387, 0.588, 0.483], [-0.039, -0.522, -0.414], [0.131, 0.438, 0.275], [0.508, 0.137, -0.370], [-0.228, -0.593, 0.036], [-0.018, -0.182, -0.317], [0.124, 0.907, 0.293], [-0.317, -1.568, -1.700], [0.819, -0.530, 1.410], [0.666, 0.662, -2.671], [0.245, 1.376, 1.582], [-0.351, 0.555, -1.291], [-1.777, 1.122, 2.457], [0.088, -0.546, 0.025], [0.085, 0.760, -0.174], [0.355, 0.864, 2.174], [-0.049, -1.228, -0.883], [0.444, -0.257, -0.117], [-0.377, 0.151, -1.964], [0.315, -0.353, 0.923], [-0.161, -0.137, -0.312], [-0.184, 0.090, -0.013], [-0.087, 0.380, 0.760], [-0.109, 0.016, 0.624], [-0.097, -0.501, -0.007], [-0.046, -0.074, -0.322], [-0.033, -0.224, 0.203], [-0.072, 0.001, 0.053], [-0.277, 0.237, -0.259]]
}



# 2
{
  "formula": "C2H7N3O",
  "method": "the ωB97M-V functional and the def2-TZVPD basis",
  "total_energy_ha": -319.90891,
  "homo_ev": -9.552,
  "spin_multiplicity": 1,
  "molar_mass_da": 89.10,
  "total_charge": 0,
  "relative_energy_ev": 1.112,
  "homo_lumo_gap_ev": 10.5,
  "smiles": "[H]/N=C/N.NC=O",
  "species": ["N", "C", "N", "H", "H", "H", "H", "C", "N", "O", "H", "H", "H"],
  "positions_angstrom": [[-1.004629, 1.155430, -1.139769], [0.144304, 0.873057, -1.834728], [0.762820, -0.252811, -1.797932], [-1.271681, 2.120148, -1.209782], [-0.987870, 0.660305, -0.256695], [0.423499, 1.711598, -2.480703], [1.733264, -0.095266, -2.079340], [-0.111852, -0.898828, 1.887670], [0.979939, -1.095166, 1.086832], [-0.860455, 0.049340, 1.991059], [-0.068074, -1.624024, 2.726032], [0.932166, -0.839950, 0.077509], [1.521554, -1.861738, 1.443467]],
  "atomic_forces_ev_per_a": [[1.304, -0.949, -0.711], [-0.501, 0.235, -0.441], [0.349, 0.875, 1.153], [-0.273, -0.042, 0.550], [-0.852, 0.417, 0.394], [0.400, -0.072, -0.006], [-0.437, -0.342, -0.738], [1.556, 0.232, 1.969], [-1.396, 0.413, -0.360], [-0.383, -0.109, -1.475], [-0.378, -0.189, -0.120], [0.412, -0.222, 0.542], [0.201, -0.249, -0.758]]
}



# 3
{
  "formula": "C4H7NO2",
  "method": "the ωB97M-V functional and the def2-TZVPD basis",
  "total_energy_ha": -361.69711,
  "homo_ev": -6.530,
  "spin_multiplicity": 1,
  "molar_mass_da": 101.10,
  "total_charge": 0,
  "relative_energy_ev": 5.000,
  "homo_lumo_gap_ev": 7.2,
  "species": ["C", "C", "C", "C", "N", "O", "O", "H", "H", "H", "H", "H", "H", "H"],
  "positions_angstrom": [[1.352643, -0.455614, 0.582936], [2.802473, -0.635635, 0.132080], [-1.893307, 0.932825, -0.306188], [-1.072788, -0.363525, -0.109052], [0.207220, -0.302810, 0.098206], [-1.231045, 2.018496, 0.362431], [-1.821105, -1.467978, 0.007776], [3.098424, -1.459929, 0.579474], [2.743196, -0.872315, -0.995400], [3.186815, 0.295656, 0.559410], [-2.230948, 0.939941, -1.363972], [-2.831436, 0.881994, 0.168328], [-0.981891, 2.686249, -0.223799], [-1.328245, -2.197358, 0.507765]],
  "atomic_forces_ev_per_a": [[-1.467, 0.155, 1.232], [-4.880, 3.229, -4.028], [1.091, -0.857, 0.080], [1.819, 2.414, 0.565], [0.349, -1.021, -0.527], [-0.849, -1.858, 0.212], [0.506, -2.497, 0.897], [1.890, -3.643, 2.502], [1.071, 1.030, 1.276], [0.837, -0.342, -0.767], [0.954, 1.089, 0.106], [-1.136, -0.772, 1.042], [0.644, 1.519, -1.562], [-0.830, 1.554, -1.029]]
}



# 4
{
  "formula": "CH4NS",
  "method": "the ωB97M-V functional and the def2-TZVPD basis",
  "total_energy_ha": -493.33356,
  "homo_ev": [-9.839, -9.802],
  "spin_multiplicity": 2,
  "molar_mass_da": 62.12,
  "total_charge": 0,
  "s2": 0.7536,
  "relative_energy_ev": 0.399,
  "homo_lumo_gap_ev": [10.7, 7.3],
  "species": ["S", "H", "C", "N", "H", "H", "H"],
  "positions_angstrom": [[0.677938, -0.000292, -2.214574], [2.009764, 0.302109, -1.947920], [-0.711265, 0.189878, 0.516561], [-0.711783, -0.485739, 1.599449], [0.283905, 0.497943, 0.004462], [-1.714164, 0.529686, 0.312749], [0.165605, -1.033585, 1.729273]],
  "atomic_forces_ev_per_a": [[1.166, 0.181, -0.120], [-1.091, -0.244, -0.175], [1.299, -0.179, 1.920], [0.684, -1.247, -1.107], [-1.883, -0.533, 0.201], [0.149, 0.942, -0.989], [-0.323, 1.080, 0.270]]
}



# 5
{
  "formula": "H2N4O5S",
  "method": "the ωB97M-V functional and the def2-TZVPD basis",
  "total_energy_ha": -994.32816,
  "homo_ev": [-10.579, -10.579],
  "spin_multiplicity": 1,
  "molar_mass_da": 170.11,
  "total_charge": 0,
  "relative_energy_ev": 1.195,
  "homo_lumo_gap_ev": [9.0, 9.0],
  "species": ["N", "N", "N", "N", "O", "O", "O", "O", "O", "S", "H", "H"],
  "positions_angstrom": [[1.366981, 0.472160, -1.551426], [-0.806392, -1.490096, -0.119599], [0.390322, 0.888487, 0.235086], [0.625209, 0.618216, 1.577646], [1.704046, 1.424113, -2.052446], [1.686157, 0.993831, 2.020188], [-0.206002, -0.053864, 2.118225], [-0.398359, 0.271463, -1.979075], [-2.215971, 0.371163, -0.302453], [-0.855205, 0.066832, -0.576734], [-0.132128, -2.216670, -0.278688], [-1.158658, -1.345635, 0.909277]],
  "atomic_forces_ev_per_a": [[2.768, 2.639, -1.582], [-1.535, 0.525, 2.257], [-1.025, 0.446, -1.406], [0.808, -0.339, -2.396], [-0.594, -2.261, 1.311], [-0.409, 0.205, 0.122], [-1.122, -0.610, 2.033], [-0.829, -0.487, 0.802], [0.280, 1.156, 0.045], [0.038, -0.454, 1.301], [0.628, 0.403, -0.140], [0.991, -1.222, -2.347]]
}



# 6
{
  "formula": "C21H26BClNO3",
  "method": "the ωB97M-V functional and the def2-TZVPD basis",
  "total_energy_ha": -1581.09604,
  "homo_ev": -10.059,
  "spin_multiplicity": 1,
  "molar_mass_da": 386.71,
  "total_charge": 1,
  "relative_energy_ev": 0.000,
  "homo_lumo_gap_ev": 5.0,
  "species": ["C", "C", "C", "C", "C", "B", "O", "C", "C", "N", "C", "C", "C", "O", "O", "H", "H", "H", "H", "H", "H", "H", "H", "H", "H", "H", "H", "H", "H", "H", "H", "Cl", "C", "C", "C", "C", "C", "C", "C", "C", "C", "C", "C", "H", "H", "H", "H", "H", "H", "H", "H", "H", "H"],
  "positions_angstrom": [[-5.242247, 0.617757, 0.083197], [-4.091927, -0.178161, -0.300379], [-3.944823, -1.430805, -0.832597], [-2.538994, -1.695860, -0.853774], [-1.881159, -0.613438, -0.294798], [-0.491376, -0.329915, 0.552682], [-0.141831, 1.036572, 0.312301], [-0.448776, 1.893123, 1.428479], [-0.449255, 1.044169, 2.690004], [-0.660436, -0.376308, 2.229075], [-1.943877, -0.913519, 2.722025], [0.389063, -1.354316, 2.659706], [0.546426, -2.269104, 1.454246], [0.324414, -1.478005, 0.271851], [-2.853535, 0.331088, -0.020514], [-6.149190, 0.063488, -0.166678], [-5.234854, 0.793642, 1.165947], [-5.286631, 1.588584, -0.423330], [-4.759802, -2.075714, -1.149658], [-2.067672, -2.595856, -1.234162], [0.315647, 2.687908, 1.486649], [-1.446605, 2.346287, 1.281915], [0.519548, 1.086831, 3.204562], [-1.259395, 1.356436, 3.358337], [-1.802428, -1.158397, 3.790171], [-2.741478, -0.158869, 2.634170], [-2.182554, -1.845478, 2.179371], [1.328434, -0.844276, 2.903356], [0.030372, -1.926118, 3.530507], [1.546295, -2.735815, 1.418290], [-0.237196, -3.047745, 1.491862], [2.289936, 3.315687, -5.732707], [1.858160, 2.429235, -4.341431], [1.846671, 3.069744, -3.088644], [1.705277, 2.299401, -1.935667], [1.674063, 0.873762, -2.006561], [2.038274, 0.035108, -0.886590], [2.785548, -1.269065, -1.044960], [3.738898, -1.383833, 0.210784], [3.271418, -0.255755, 1.061497], [2.390887, 0.560492, 0.379507], [1.461102, 0.297975, -3.290985], [1.634428, 1.046749, -4.447686], [1.973203, 4.147254, -3.025160], [1.679680, 2.804024, -0.973275], [2.103666, -2.121692, -1.072561], [3.390419, -1.295948, -1.957397], [3.715769, -2.376307, 0.687667], [4.776112, -1.247719, -0.140926], [3.611243, -0.094678, 2.080982], [2.080480, 1.541868, 0.721863], [1.211230, -0.760978, -3.340783], [1.619401, 0.566513, -5.429782]],
  "atomic_forces_ev_per_a": [[-0.953, 0.536, 0.199], [1.496, -1.098, -0.577], [-0.165, 0.658, 0.041], [0.688, 0.268, 0.397], [-0.714, -0.593, 0.613], [-2.837, -0.599, -1.564], [0.465, 0.941, 1.277], [-0.062, -0.129, -1.081], [0.334, -0.495, 0.156], [0.059, 0.204, 0.366], [-0.627, -0.257, 0.462], [0.210, -0.040, -0.063], [-0.200, 0.041, -0.792], [1.165, -0.249, 1.128], [-0.557, 0.063, 0.452], [0.023, 0.133, 0.071], [-0.091, 0.071, -0.149], [0.068, -0.136, 0.082], [0.296, 0.171, 0.014], [-0.045, 0.128, 0.236], [-0.366, -0.149, 0.019], [0.476, -0.090, -0.088], [-0.361, 0.061, -0.018], [0.353, -0.216, 0.032], [-0.305, 0.185, -0.394], [0.299, -0.505, -0.284], [-0.086, 0.607, 0.135], [-0.354, 0.012, -0.077], [0.349, 0.363, -0.211], [-0.459, 0.074, 0.045], [0.451, 0.056, -0.101], [-0.175, 0.123, -0.139], [0.419, -0.446, 0.699], [-0.291, -0.606, 0.234], [0.252, -0.180, -0.257], [-0.933, -0.102, -0.384], [2.173, 0.586, -0.928], [0.383, -0.494, 0.124], [-0.873, -0.296, -0.658], [-0.702, 0.643, -1.086], [1.263, 0.029, 1.572], [0.611, 0.169, 0.198], [-0.370, -0.103, 0.193], [-0.071, -0.230, -0.031], [0.162, -0.150, -0.173], [0.000, 0.135, -0.076], [-0.334, 0.171, 0.023], [-0.044, 0.384, -0.037], [-0.277, 0.182, 0.301], [0.086, 0.166, -0.209], [0.009, -0.404, 0.079], [0.299, 0.159, -0.147], [-0.132, 0.252, 0.375]]
}



# 7
{
  "formula": "C9H14",
  "method": "the ωB97M-V functional and the def2-TZVPD basis",
  "total_energy_ha": -351.26906,
  "homo_ev": -8.821,
  "spin_multiplicity": 1,
  "molar_mass_da": 122.21,
  "total_charge": 0,
  "relative_energy_ev": 1.663,
  "homo_lumo_gap_ev": 9.8,
  "smiles": "Cc1ccccc1.CC",
  "species": ["C", "C", "C", "C", "C", "C", "C", "H", "H", "H", "H", "H", "H", "H", "H", "C", "C", "H", "H", "H", "H", "H", "H"],
  "positions_angstrom": [[-1.570255, 0.191410, -1.103447], [2.295901, 2.105617, -0.230380], [1.261598, 2.812868, -0.936989], [1.924841, 0.935753, 0.338235], [-0.000291, 2.311762, -1.076032], [0.620022, 0.440736, 0.143725], [-0.361800, 1.014945, -0.706928], [3.279119, 2.620861, -0.204377], [1.564075, 3.762976, -1.413869], [2.683413, 0.560852, 1.126006], [-0.737577, 2.758224, -1.609676], [0.353358, -0.426743, 0.657133], [-1.245655, -0.791128, -1.442319], [-2.016286, 0.699538, -2.021127], [-2.263273, 0.161807, -0.310733], [-1.408620, -3.210227, 0.940069], [-1.510782, -4.366505, 2.036119], [-1.151284, -3.655898, -0.074120], [-2.397567, -2.700190, 0.800106], [-0.742305, -2.427303, 1.359791], [-2.113053, -4.056723, 3.018727], [-0.507608, -4.910069, 2.154329], [-2.209045, -5.014351, 1.533892]],
  "atomic_forces_ev_per_a": [[0.833, 1.920, -2.280], [-1.125, 2.725, -2.055], [2.270, 0.399, 0.397], [0.730, -0.750, 2.381], [0.218, -2.109, -0.088], [0.193, 0.561, -0.826], [2.770, -0.651, 1.997], [-0.668, -0.864, 0.319], [-0.541, -0.475, 0.389], [-1.624, -0.216, -1.479], [-1.795, 2.101, -1.745], [-0.263, -1.582, 0.645], [-0.114, -0.068, 0.318], [0.161, -0.672, 1.232], [-1.039, -0.319, 0.796], [-0.433, -0.158, 0.942], [-0.699, 0.898, -0.121], [0.215, 0.790, 1.403], [0.683, -0.579, 0.223], [0.000, -0.442, -0.982], [1.972, -0.470, -1.931], [-1.618, 0.951, 0.297], [-0.126, -0.989, 0.170]]
}



# 8
{
  "formula": "C2H5N3P2",
  "method": "the ωB97M-V functional and the def2-TZVPD basis",
  "total_energy_ha": -926.14336,
  "homo_ev": -8.260,
  "spin_multiplicity": 1,
  "molar_mass_da": 133.03,
  "total_charge": 0,
  "relative_energy_ev": 0.000,
  "homo_lumo_gap_ev": 8.9,
  "smiles": "NPc1cn[nH]p1",
  "species": ["C", "C", "N", "N", "N", "P", "P", "H", "H", "H", "H", "H"],
  "positions_angstrom": [[-1.912213, 0.449902, 0.751397], [-0.504550, 0.643586, 0.600398], [-2.654714, 1.344166, 0.270510], [-1.833610, 2.318701, -0.186323], [-0.425453, -1.781472, 1.415204], [-0.217171, 2.122936, -0.200240], [0.714993, -0.522116, 1.308249], [-2.278964, -0.320563, 1.338617], [-2.318235, 3.175146, -0.309692], [-0.082856, -2.733654, 1.311055], [-0.936644, -1.736381, 2.240940], [1.222901, -1.030848, 0.093424]],
  "atomic_forces_ev_per_a": [[3.270, -1.044, 0.529], [0.804, -0.104, -0.038], [-1.302, 2.775, -0.366], [-2.305, 0.583, -0.728], [0.500, -1.607, -0.974], [1.034, -0.653, 0.729], [-0.014, 0.397, -0.479], [-1.045, -1.454, 0.407], [-0.300, 0.651, -0.700], [0.082, 0.369, -0.003], [-1.000, -0.099, 1.770], [0.276, 0.187, -0.147]]
}